(1)
A structure of composition C28H35F3FeN4P2 at a distorted geometry, computed with ωB97M-V with the def2-TZVPD basis set.

Geometry as XYZ:
```
73
C28H35F3FeN4P2, DFT ωB97M-V with the def2-TZVPD basis set
Fe 1.82580 -1.93445 0.17795
C -3.12580 2.05558 -3.28328
C -2.24619 2.67698 -2.49136
C -2.62909 3.55241 -1.34711
C -3.80427 3.03101 -0.48630
C -3.75853 1.55423 -0.17558
C -4.33954 0.62085 -0.94351
C -5.17509 0.96892 -2.15400
C -4.61742 2.07527 -3.10383
C 2.38589 -3.40974 1.42310
H -2.79936 1.53786 -4.19109
H -1.18264 2.62451 -2.72014
H -2.88116 4.57333 -1.70522
H -1.75629 3.70197 -0.68800
H -3.80013 3.59428 0.45831
H -4.74828 3.33236 -0.97177
H -3.25267 1.27141 0.75978
H -4.29725 -0.43992 -0.67621
H -6.20948 1.26574 -1.87042
H -5.30824 0.06137 -2.77160
H -5.07441 1.90356 -4.09360
H -5.01460 3.05499 -2.79379
H 2.94797 -4.18789 0.89021
H 1.64997 -3.91319 2.05626
H 3.11055 -2.86927 2.05016
P 0.52715 -1.29408 1.85225
P 2.19716 0.19304 -0.32639
N -0.84365 -2.38305 1.85151
N 1.06432 -1.26190 3.58446
N 1.44553 0.15754 -1.98410
N 3.63479 1.13721 -0.71058
C -0.02001 0.37549 1.43605
C 1.13411 1.21502 0.76365
C -0.92858 -3.52736 1.04372
C -2.19847 -4.06464 1.19637
C -2.90399 -3.24672 2.13221
C -2.04534 -2.22302 2.53414
C 1.50753 -2.32862 4.38048
C 1.72105 -1.86869 5.67948
C 1.43932 -0.46715 5.67875
C 1.06989 -0.11822 4.38371
C 1.31939 -0.99044 -2.77944
C 0.32823 -0.76705 -3.73069
C -0.16875 0.54872 -3.51969
C 0.54230 1.09769 -2.44958
C 3.66779 2.23333 -1.58217
C 4.94850 2.78054 -1.56629
C 5.73263 2.00767 -0.65340
C 4.90416 1.01224 -0.13707
H -0.37787 0.86642 2.35235
H -0.88121 0.27672 0.75386
H 0.72240 2.07781 0.21283
H 1.80744 1.61328 1.54653
H -0.07765 -3.86828 0.45582
H -2.58152 -4.93938 0.68771
H -3.92408 -3.39667 2.47098
H -2.15930 -1.42515 3.25153
H 1.68330 -3.31001 3.95268
H 2.03202 -2.46831 6.52542
H 1.50127 0.19745 6.53108
H 0.82898 0.83934 3.95547
H 1.96724 -1.84548 -2.62161
H -0.03434 -1.46477 -4.46893
H -1.00539 1.00001 -4.03170
H 0.46644 2.06505 -1.97774
H 2.79593 2.50609 -2.15685
H 5.27668 3.62868 -2.14556
H 6.77230 2.16506 -0.41315
H 5.11364 0.21944 0.56451
F 4.63713 -2.23745 0.16244
C 3.62586 -2.34388 -0.82175
F 4.04232 -1.46495 -1.83825
F 3.79363 -3.61075 -1.37401
```

As for the largest force on an atom: 2.92 eV/Å. The orbital gap (spin up / spin down) comes out at 5.82 / 7.39 eV. As for the expectation value of S²: 6.050. Its HOMO energy (spin up / spin down) is -0.2221 / -0.3060 Eh. As for the electronic energy: -96675.5198 eV. Its multiplicity is 5.

(2)
A structure of composition C14H20N2Pb at a distorted geometry, computed with ωB97M-V with the def2-TZVPD basis set.

Geometry as XYZ:
```
37
C14H20N2Pb, DFT ωB97M-V with the def2-TZVPD basis set
C 0.63717 -1.56296 3.36506
C -1.10547 0.37485 3.61429
H 0.02133 -2.47803 3.25877
H 0.59397 -1.11590 4.36604
H 1.68671 -1.78884 3.06287
H -1.90001 1.06867 3.25567
H -1.53725 -0.48819 4.13027
H -0.35031 0.92266 4.19284
C 1.78892 -2.03453 -0.78608
C 2.24959 -2.54738 -1.99856
C 1.86052 -1.92149 -3.18113
C 1.02387 -0.79829 -3.12870
H 2.05678 -2.49241 0.16515
H 2.88359 -3.42423 -2.00161
H 2.18164 -2.29571 -4.14250
H 0.67262 -0.30205 -4.02566
N 0.98471 -0.95187 -0.74743
C 0.59211 -0.31096 -1.87751
C -0.30603 0.87658 -1.76202
N -0.79548 1.22329 -0.54197
C -1.60016 2.27967 -0.35726
C -1.53047 2.75080 -2.70674
C -2.00043 3.07487 -1.43323
H -1.93278 2.49525 0.66482
H -2.65632 3.91014 -1.26331
C -0.67709 1.66110 -2.87557
H -0.27979 1.38726 -3.84348
H -1.82353 3.33854 -3.56922
Pb -0.06091 -0.19373 1.41451
C 1.60316 1.31745 1.48525
H 1.15786 2.32349 1.47469
H 2.22331 1.17265 0.59470
H 2.18744 1.16147 2.40338
C -1.76396 -1.51060 0.77600
H -2.57724 -0.86595 0.41449
H -2.08840 -2.09819 1.64062
H -1.41968 -2.15743 -0.03742
```

As for the largest force on an atom: 3.08 eV/Å. As for the charge: +2. The relative energy (zero: lowest compared OMol25 entry of this formula, charge and spin) comes out at 0.0 kcal/mol. The orbital gap (spin up / spin down) comes out at 5.93 / 6.03 eV. Its HOMO energy (spin up / spin down) is -0.5732 / -0.5732 Eh. As for the electronic energy: -23049.2016 eV.

(3)
A structure of composition C6H7O6Pb at a distorted geometry, computed with ωB97M-V with the def2-TZVPD basis set.

Geometry as XYZ:
```
20
C6H7O6Pb, DFT ωB97M-V with the def2-TZVPD basis set
O -2.48194 -1.27702 -2.69714
C -2.19516 -1.48246 -1.48611
O -3.09637 -1.45440 -0.59596
O -0.92017 -1.54265 -1.14177
Pb -4.68181 -1.24410 -2.23657
C -0.62425 -1.33870 0.27488
C -0.56558 0.14313 0.61731
C 0.52294 0.44670 1.60111
C 1.51360 1.31660 1.42748
O 1.59308 2.09820 0.28105
C 2.52443 1.88683 -0.66019
O 2.80915 2.74573 -1.45013
O 3.09328 0.69092 -0.68276
H 0.35771 -1.81097 0.39743
H -1.31603 -1.87923 0.93230
H -1.53206 0.44161 1.05580
H -0.43079 0.73300 -0.29915
H 0.50568 -0.06223 2.56800
H 2.25620 1.54522 2.19514
H 2.66809 0.04382 -0.10072
```

As for the largest force on an atom: 1.73 eV/Å. The orbital gap (spin up / spin down) comes out at 6.29 / 10.07 eV. As for the expectation value of S²: 0.753. Its HOMO energy (spin up / spin down) is -0.2401 / -0.3854 Eh. As for the electronic energy: -23867.4636 eV. Its multiplicity is 2.

(4)
A structure of composition C4H32NO13 at a distorted geometry, computed with ωB97M-V with the def2-TZVPD basis set.

Geometry as XYZ:
```
50
C4H32NO13, DFT ωB97M-V with the def2-TZVPD basis set
C -0.06372 0.10722 -0.37551
C 0.93079 1.14280 -0.58965
C 1.87237 1.48437 0.65356
O 0.26259 2.27888 -1.08282
N 0.52204 -1.22535 -0.63114
C -0.62905 -2.26809 -0.65595
O -1.17805 -2.08191 0.58783
H -0.86467 0.29205 -1.11025
H -0.63432 0.23434 0.60495
H 1.68726 0.92219 -1.56096
H 2.51854 2.27462 0.28986
H 1.38411 1.92888 1.58790
H 2.31490 0.63699 0.86222
H -0.57295 2.47333 -0.56260
H 1.10963 -1.44333 0.18203
H -0.54468 -3.43090 -0.65560
H -1.41349 -1.97204 -1.54845
H -2.40725 2.32509 -1.15555
H -2.09003 2.22257 -2.60869
O -2.76278 2.09351 -2.02720
H -1.88817 -1.45184 0.62362
H -3.96649 -0.07456 -0.68813
O -3.53651 -0.49630 0.14181
H 3.65375 -1.47417 -1.16100
H 3.11756 -2.79204 -1.25925
O 3.69384 -2.34097 -0.77733
H 1.51622 -1.54537 -2.23212
H 2.55231 -0.51725 -2.77024
O 1.98620 -1.33930 -3.03384
H -3.02958 1.35768 2.79567
H -3.28146 0.19122 0.74000
O -2.48397 0.95441 2.15416
H 0.16411 0.45115 2.69394
H -1.26242 0.36664 3.20794
O -0.26006 0.13026 3.48794
H 1.99506 -3.50395 2.05676
H 2.45802 -2.69320 0.91594
O 2.53685 -3.59477 1.32317
H 0.73026 1.19560 -4.41812
H 0.79077 -0.18672 -3.86407
O 0.56076 0.26260 -4.68119
H -0.05007 3.91941 0.99636
H -0.68411 2.86464 1.67817
O -0.19210 3.67630 1.94653
H -2.35527 1.84761 1.57649
H -2.42125 3.17814 0.72398
O -1.82055 2.44703 0.56949
H 1.07550 -1.33673 3.39902
H 0.28938 -1.76162 2.11399
O 1.16783 -1.82958 2.48764
```

As for the largest force on an atom: 6.14 eV/Å. As for the charge: -1. The relative energy (zero: lowest compared OMol25 entry of this formula, charge and spin) comes out at 69.5 kcal/mol. The orbital gap comes out at 9.59 eV. Its HOMO energy is -0.2518 Eh. As for the electronic energy: -32774.3204 eV.

(5)
A cluster of 9 separate species, C41H45F40NO11 in total at a distorted geometry, computed with ωB97M-V with the def2-TZVPD basis set.

Geometry as XYZ:
```
138
C41H45F40NO11, DFT ωB97M-V with the def2-TZVPD basis set
F 6.56737 -5.92177 12.34956
C 5.41881 -5.70602 13.00340
F 5.34725 -6.46315 14.08200
C 5.03373 -4.21031 13.23672
F 5.82939 -3.68511 14.23436
F 3.78391 -4.05447 13.69650
C 5.26197 -3.32928 11.98210
O 4.15517 -3.41206 11.00847
C 4.61492 -3.65357 9.66290
F 5.59464 -2.77031 9.35880
F 5.15337 -4.90530 9.52749
C 3.39513 -3.44197 8.72171
F 2.84958 -2.22669 8.75706
F 3.56945 -3.62360 7.45451
H 4.65652 -6.13134 12.35064
H 6.25479 -3.59651 11.62017
H 5.33040 -2.29636 12.32341
H 2.57625 -4.06508 9.08127
F -4.49902 13.09759 0.39303
C -5.20736 12.28001 -0.43701
F -5.79594 13.06956 -1.29185
C -4.31880 11.28999 -1.20078
F -3.34909 11.94394 -1.87623
F -5.02638 10.64350 -2.14924
C -3.66471 10.27165 -0.27926
O -4.53199 9.67921 0.61930
C -4.62517 8.28215 0.58791
F -4.91911 7.97674 -0.67935
F -3.41078 7.81657 1.00327
C -5.64404 7.65358 1.56152
F -5.64599 6.34302 1.53915
F -5.51772 8.07976 2.80756
H -5.98122 11.70927 0.07633
H -2.94321 10.85576 0.29203
H -3.06301 9.59880 -0.89025
H -6.64581 7.90062 1.21008
F 7.20617 5.71822 7.99138
C 7.46861 4.68072 7.15618
F 6.52389 3.78823 7.44183
C 7.49507 5.03703 5.65735
F 7.72250 3.89218 4.99914
F 8.53320 5.78324 5.43592
C 6.14226 5.64647 5.15361
O 6.15517 5.91564 3.78263
C 4.89319 5.87801 3.13173
F 4.51413 4.62139 2.99025
F 3.97951 6.53479 3.89554
C 5.03091 6.51647 1.72701
F 3.89761 6.47369 1.02316
F 5.44348 7.80358 1.67848
H 8.45327 4.22108 7.24148
H 5.90501 6.53606 5.73708
H 5.37958 4.95926 5.51991
H 5.78843 5.99365 1.14313
F -10.65494 -13.56343 2.72088
C -9.89291 -13.15079 3.74090
F -8.91949 -14.02914 3.69999
C -9.32688 -11.68087 3.73754
F -8.70933 -11.47374 4.86054
F -10.41904 -10.91327 3.72998
C -8.48092 -11.48438 2.51700
O -7.92089 -10.14755 2.48586
C -7.57150 -9.63764 1.17472
F -6.61421 -10.41309 0.75687
F -8.63147 -9.67257 0.41526
C -7.20695 -8.12481 1.27044
F -7.03441 -7.61433 0.08429
F -8.17331 -7.38370 1.91823
H -10.41177 -13.31552 4.68523
H -9.11172 -11.65900 1.64538
H -7.69724 -12.23964 2.45764
H -6.27995 -8.13628 1.84371
F 6.88342 -8.14963 -8.37251
C 6.31910 -6.91944 -8.53877
F 5.16460 -7.00927 -9.15596
C 6.39401 -6.04094 -7.27153
F 6.20872 -4.79073 -7.73967
F 7.64252 -6.08812 -6.81909
C 5.36798 -6.49464 -6.17007
O 4.00459 -6.63674 -6.68711
C 2.90060 -5.94270 -6.10074
F 2.93889 -6.13404 -4.73751
F 3.16878 -4.71691 -6.35381
C 1.59604 -6.39553 -6.74417
F 0.53381 -5.58931 -6.52293
F 1.64736 -6.55552 -8.10979
H 7.01121 -6.60572 -9.32023
H 5.51723 -5.80593 -5.33850
H 5.66436 -7.49177 -5.84447
H 1.32842 -7.40353 -6.42726
O 0.41750 12.29282 -9.88320
C 0.79830 11.56761 -8.97216
C 1.74496 11.94182 -7.84233
C 1.55205 10.77520 -6.95233
C 0.62858 9.73594 -7.68814
O 0.40205 10.32625 -8.90467
H 2.73136 12.12829 -8.26702
H 1.42068 12.90136 -7.43957
H 2.48858 10.34978 -6.59175
H 1.02752 11.19594 -6.09444
H 1.03844 8.73912 -7.85081
H -0.30674 9.62845 -7.13885
O 1.45806 -8.02948 1.95268
C 2.42961 -8.63889 1.60724
C 3.84898 -8.06704 1.68197
C 4.63042 -9.13677 0.92196
C 3.81870 -10.39431 1.13103
O 2.47295 -9.92936 1.34681
H 3.76896 -7.03554 1.33890
H 4.11003 -8.09460 2.73990
H 4.82557 -8.78131 -0.08979
H 5.63680 -9.36758 1.27130
H 3.90245 -10.87716 0.15741
H 4.18184 -11.01386 1.95103
O -7.86752 8.27489 -10.34586
C -7.38459 7.28973 -9.85141
C -5.92717 6.83648 -9.96056
C -5.76459 6.17938 -8.59571
C -7.17920 5.63676 -8.36863
O -8.03578 6.53252 -9.03396
H -5.96728 6.05884 -10.72330
H -5.17084 7.58874 -10.18454
H -4.95370 5.45595 -8.51102
H -5.54954 6.93427 -7.83941
H -7.22231 4.59510 -8.68673
H -7.37355 5.68032 -7.29698
C -0.70141 0.06140 -0.24111
C -1.59665 -0.38790 -1.41227
C -2.59106 0.73912 -1.88749
C -1.96656 1.80444 -2.61960
N -1.39551 2.69846 -3.19065
H -1.24268 0.51048 0.59163
H 0.05982 0.78965 -0.52090
H -0.11789 -0.75227 0.18963
H -2.16744 -1.25908 -1.09081
H -0.93774 -0.75784 -2.19781
H -2.94208 1.26063 -0.99701
H -3.40235 0.42493 -2.54413
```

As for the largest force on an atom: 7.19 eV/Å. The SMILES is FC(F)C(F)(F)COC(F)(F)C(F)F.FC(F)C(F)(F)COC(F)(F)C(F)F.FC(F)C(F)(F)COC(F)(F)C(F)F.FC(F)C(F)(F)COC(F)(F)C(F)F.FC(F)C(F)(F)COC(F)(F)C(F)F.O=C1CCCO1.O=C1CCCO1.O=C1CCCO1.CCCC#N. The relative energy (zero: lowest compared OMol25 entry of this formula, charge and spin) comes out at 99.9 kcal/mol. The orbital gap comes out at 10.08 eV. Its HOMO energy is -0.3644 Eh. As for the electronic energy: -175954.5607 eV.

(6)
An isolated molecule of C9H9N at a distorted geometry, computed with ωB97M-V with the def2-TZVPD basis set.

Geometry as XYZ:
```
19
C9H9N, DFT ωB97M-V with the def2-TZVPD basis set
C 1.16063 -0.76298 -1.09462
N 1.48394 0.42542 -1.10763
C 0.48573 1.21309 -0.44611
C 1.10499 1.54159 0.92435
C 1.58389 0.18964 0.95803
C 1.29339 -1.00986 1.02933
C 0.80201 -1.69230 -0.21034
C -0.66034 -1.97728 -0.15404
C -1.33175 -0.59647 0.25881
C -0.92030 0.61021 -0.57147
H 0.35323 2.03966 -1.14652
H 0.37553 1.99295 1.65467
H 1.79240 2.31722 0.65420
H -0.96488 -2.58720 -1.03568
H -0.77611 -2.55722 0.75881
H -2.35837 -0.58378 0.42647
H -0.90207 -0.38593 1.17703
H -0.91251 0.45989 -1.63564
H -1.60938 1.36334 -0.43964
```

As for the largest force on an atom: 5.89 eV/Å. The SMILES is C1=N[C@@H]2CC#CC=1CCC2. The relative energy (zero: lowest compared OMol25 entry of this formula, charge and spin) comes out at 190.9 kcal/mol. The orbital gap (spin up / spin down) comes out at 7.76 / 7.76 eV. Its HOMO energy (spin up / spin down) is -0.2988 / -0.2988 Eh. As for the electronic energy: -10960.1610 eV.